# 1
Formula: C25H58BN2O20P4
Source: OMol25
Level of theory: wB97M-V/def2-TZVPD

Its charge is +1. The value obtained for the max |F| is 8.6 eV/Å. The calculation puts the frontier orbital gap at 6.549 eV. As for the HOMO energy: -0.3960 hartree. Its LUMO energy is -4.23 eV.

```
110
C25H58BN2O20P4 wB97M-V/def2-TZVPD
C -2.624 0.545 -1.018
C -1.495 1.318 -1.738
C -1.648 2.863 -1.709
C -1.394 3.463 -3.126
C -2.410 4.543 -3.529
C -3.705 4.005 -4.046
C -4.524 4.739 -4.913
C -5.715 4.221 -5.337
N -6.148 2.994 -4.968
B -7.495 2.562 -5.519
O -7.845 3.094 -6.734
O -8.361 1.750 -4.876
C -8.954 2.416 -3.718
C -9.436 1.444 -2.657
C -5.372 2.262 -4.136
C -5.811 0.885 -3.656
O -5.687 -0.151 -4.630
N -4.694 0.246 -5.600
O -3.845 -0.531 -5.660
C -4.166 2.737 -3.676
H -2.851 -0.352 -1.605
H -3.561 1.104 -0.929
H -2.325 0.168 -0.040
H -0.565 1.094 -1.211
H -1.381 0.907 -2.743
H -2.634 3.162 -1.339
H -0.906 3.261 -1.020
H -1.276 2.701 -3.898
H -0.427 3.968 -3.063
H -2.632 5.134 -2.629
H -1.965 5.251 -4.233
H -4.188 5.714 -5.239
H -6.325 4.830 -5.990
H -7.493 2.584 -7.474
H -8.202 3.083 -3.269
H -9.767 3.049 -4.075
H -8.646 0.788 -2.296
H -10.286 0.885 -3.045
H -9.777 2.053 -1.816
H -5.177 0.615 -2.806
H -6.821 0.942 -3.260
H -3.575 2.107 -3.026
C 3.702 1.415 2.027
O 2.404 1.345 2.666
P 1.595 -0.124 2.609
O 0.708 0.206 1.448
O 0.890 0.163 4.049
C 1.634 0.728 5.138
O 1.296 -1.747 2.693
C -0.070 -2.148 2.638
H 4.080 2.426 2.148
H 4.404 0.724 2.495
H 3.611 1.189 0.962
H 1.455 1.801 5.183
H 2.704 0.549 5.041
H 1.283 0.274 6.063
H -0.419 -2.143 1.607
H -0.701 -1.506 3.250
H -0.118 -3.166 3.024
C -12.654 -1.422 -3.948
O -12.057 -2.119 -2.837
P -13.072 -3.066 -1.898
O -13.361 -2.127 -0.785
O -11.862 -4.106 -1.558
C -10.887 -4.465 -2.541
O -14.237 -4.200 -1.733
C -14.443 -4.712 -0.414
H -11.873 -0.851 -4.446
H -13.081 -2.128 -4.661
H -13.429 -0.739 -3.593
H -9.990 -3.861 -2.403
H -11.256 -4.328 -3.556
H -10.629 -5.513 -2.400
H -15.044 -4.015 0.166
H -13.499 -4.905 0.092
H -14.987 -5.649 -0.519
C 5.996 -2.186 2.886
O 7.031 -1.219 2.637
P 7.825 -0.574 3.988
O 6.972 0.662 4.043
O 9.163 -0.385 3.065
C 9.627 -1.431 2.195
O 8.726 -0.266 5.351
C 9.235 1.060 5.494
H 5.578 -2.491 1.930
H 6.396 -3.066 3.391
H 5.210 -1.732 3.497
H 9.277 -1.242 1.181
H 9.282 -2.413 2.514
H 10.715 -1.423 2.196
H 8.456 1.721 5.867
H 9.631 1.440 4.554
H 10.041 1.012 6.226
C 12.384 -1.925 5.257
O 13.657 -2.486 4.877
P 14.450 -1.740 3.609
O 14.038 -2.610 2.477
O 15.907 -2.135 4.223
C 16.155 -2.110 5.633
O 15.015 -0.403 2.852
C 15.917 -0.624 1.766
H 11.982 -2.507 6.082
H 12.505 -0.891 5.581
H 11.691 -1.965 4.414
H 16.057 -3.117 6.037
H 15.471 -1.446 6.159
H 17.175 -1.766 5.794
H 15.362 -0.894 0.870
H 16.646 -1.397 2.002
H 16.439 0.315 1.591
```


# 2
Formula: C25H58FINO4
Source: OMol25
Level of theory: wB97M-V/def2-TZVPD

Its charge is -1. The value obtained for the max |F| is 1.5 eV/Å. The calculation puts the frontier orbital gap at 3.853 eV. As for the HOMO energy: -0.0522 hartree. Its LUMO energy is 2.43 eV.

```
90
C25H58FINO4 wB97M-V/def2-TZVPD
C -2.039 3.106 4.664
C -1.123 3.554 3.564
F -0.929 4.955 3.815
C -1.690 3.377 2.176
C -0.705 2.838 1.106
C -1.394 3.064 -0.267
C -2.425 2.069 -0.799
N -3.779 2.276 -0.254
C -0.283 1.346 1.218
C -0.939 0.232 2.055
C -2.440 0.090 2.133
I -0.045 -0.034 4.039
H -1.628 3.338 5.639
H -2.994 3.603 4.533
H -2.227 2.040 4.633
H -0.132 3.134 3.655
H -1.874 4.394 1.853
H -2.675 2.898 2.185
H -0.631 3.171 -1.043
H -1.893 4.031 -0.236
H -2.146 1.032 -0.684
H -2.481 2.209 -1.892
H -4.393 1.531 -0.556
H -4.139 3.173 -0.546
H 0.761 1.331 1.524
H -0.236 0.947 0.205
H -0.609 -0.695 1.607
H -2.642 -0.898 2.540
H -2.889 0.092 1.155
H -2.923 0.785 2.800
C -0.081 -6.701 3.029
C 0.797 -5.946 2.043
O 0.486 -4.574 1.928
C 0.595 -3.800 3.116
C 1.987 -3.790 3.719
H -1.134 -6.601 2.757
H 0.180 -7.760 3.030
H 0.035 -6.329 4.047
H 0.653 -6.360 1.043
H 1.856 -6.082 2.290
H -0.146 -4.129 3.854
H 0.323 -2.785 2.837
H 2.310 -4.786 4.033
H 2.005 -3.140 4.594
H 2.712 -3.417 2.995
C -2.456 -4.070 0.269
C -3.543 -3.504 1.166
O -4.249 -2.416 0.597
C -4.932 -2.675 -0.611
C -6.000 -3.752 -0.503
H -1.742 -3.289 0.003
H -1.918 -4.864 0.786
H -2.859 -4.484 -0.657
H -3.088 -3.111 2.076
H -4.239 -4.293 1.479
H -4.221 -2.917 -1.410
H -5.400 -1.729 -0.885
H -5.579 -4.723 -0.241
H -6.519 -3.861 -1.457
H -6.731 -3.487 0.263
C 1.574 5.163 -1.786
C 2.422 4.075 -1.156
O 3.438 3.568 -2.022
C 4.393 4.500 -2.479
C 5.187 5.170 -1.369
H 1.104 4.798 -2.702
H 0.791 5.468 -1.091
H 2.159 6.049 -2.045
H 1.787 3.225 -0.908
H 2.857 4.417 -0.213
H 3.920 5.253 -3.121
H 5.074 3.931 -3.115
H 4.550 5.761 -0.711
H 5.939 5.837 -1.795
H 5.692 4.421 -0.758
C 3.495 -1.084 -6.491
C 3.700 -1.616 -5.082
O 4.619 -0.871 -4.311
C 4.288 0.495 -4.094
C 2.966 0.720 -3.385
H 4.446 -1.042 -7.025
H 2.813 -1.733 -7.042
H 3.068 -0.080 -6.491
H 4.116 -2.623 -5.135
H 2.740 -1.699 -4.560
H 4.315 1.045 -5.042
H 5.097 0.891 -3.480
H 2.120 0.347 -3.966
H 2.816 1.786 -3.215
H 2.956 0.211 -2.421
```


# 3
Formula: C25H58FO7P
Source: OMol25
Level of theory: wB97M-V/def2-TZVPD

The value obtained for the max |F| is 0.2 eV/Å. Its SMILES is COCCCCCCCCC[PH3]CCCF.COCCOCCOC.COCCOCCOC. The calculation puts the frontier orbital gap at 9.039 eV. As for the HOMO energy: -0.3041 hartree. Its LUMO energy is 0.76 eV.

```
92
C25H58FO7P wB97M-V/def2-TZVPD
C -2.639 -7.351 4.635
O -3.706 -8.206 4.283
C -3.761 -8.533 2.906
C -4.266 -7.389 2.039
C -5.592 -6.809 2.548
C -6.520 -6.286 1.450
C -6.071 -4.963 0.816
C -5.114 -5.115 -0.365
C -4.876 -3.804 -1.117
C -3.557 -3.816 -1.905
C -2.376 -3.325 -1.074
P -2.434 -1.444 -0.690
C -2.456 0.466 -0.338
C -1.143 1.183 -0.645
C -1.280 2.564 -1.280
F -0.439 2.662 -2.396
H -2.220 -6.835 3.766
H -3.005 -6.598 5.335
H -1.838 -7.920 5.115
H -2.777 -8.877 2.562
H -4.449 -9.378 2.839
H -3.502 -6.608 1.975
H -4.389 -7.775 1.022
H -5.384 -5.990 3.243
H -6.107 -7.572 3.136
H -6.605 -7.046 0.664
H -7.523 -6.165 1.868
H -5.588 -4.347 1.584
H -6.947 -4.398 0.480
H -4.153 -5.508 -0.018
H -5.517 -5.861 -1.058
H -5.718 -3.604 -1.785
H -4.872 -2.986 -0.388
H -3.640 -3.213 -2.816
H -3.371 -4.840 -2.246
H -2.318 -3.886 -0.133
H -1.437 -3.502 -1.610
H -3.593 -1.306 -1.505
H -1.147 -1.288 -1.297
H -2.590 -1.701 0.700
H -3.276 0.897 -0.922
H -2.726 0.589 0.715
H -0.540 1.264 0.262
H -0.544 0.585 -1.347
H -2.295 2.759 -1.627
H -0.979 3.361 -0.598
C 2.030 5.213 -1.262
O 2.421 5.639 0.025
C 3.639 6.354 -0.002
C 3.889 7.023 1.331
O 3.130 8.209 1.520
C 1.801 8.028 1.981
C 1.702 7.885 3.484
O 2.075 6.582 3.886
C 2.255 6.486 5.278
H 2.790 4.561 -1.710
H 1.104 4.651 -1.157
H 1.856 6.068 -1.925
H 3.612 7.118 -0.792
H 4.471 5.670 -0.222
H 4.934 7.338 1.355
H 3.718 6.313 2.143
H 1.326 7.176 1.491
H 1.266 8.937 1.701
H 0.667 8.090 3.795
H 2.353 8.629 3.962
H 3.052 7.154 5.624
H 2.527 5.457 5.504
H 1.334 6.737 5.820
C 7.155 1.054 -5.398
O 6.329 0.861 -4.274
C 6.723 1.662 -3.178
C 5.660 1.648 -2.103
O 4.554 2.488 -2.394
C 3.549 1.926 -3.224
C 2.564 1.054 -2.477
O 3.112 -0.226 -2.223
C 2.321 -0.965 -1.325
H 8.199 0.803 -5.177
H 6.794 0.397 -6.187
H 7.115 2.092 -5.747
H 6.891 2.696 -3.507
H 7.665 1.283 -2.755
H 6.105 2.052 -1.191
H 5.336 0.623 -1.909
H 3.984 1.382 -4.065
H 2.985 2.777 -3.613
H 1.647 0.959 -3.077
H 2.294 1.544 -1.532
H 2.242 -0.460 -0.354
H 2.795 -1.935 -1.188
H 1.307 -1.118 -1.717
```


- max |F| of number 2 (C25H58FINO4)?
  1.5 eV/Å


- What is the frontier orbital gap in the third record?
  9.039 eV


- Number 3 is which compound?
  C25H58FO7P